Entry 1:
148
Properties=species:S:1:pos:R:3 method="wB97M-V/def2-TZVPD" multiplicity=2 charge=+1 total_energy_ha=-2706.134265 gap_ev="6.44 / 2.59" largest_force_ev_per_a=8.38 e_homo_ev="-8.93 / -8.93"
O 2.904 3.285 -25.131
O 9.567 5.089 -24.616
O 2.390 -0.526 -26.848
O 3.873 11.652 -21.176
O -4.497 3.179 -26.516
O -1.960 1.315 -20.826
O 1.712 4.254 -28.834
O 4.587 2.832 -29.333
N -3.352 2.671 -26.979
N 1.825 6.466 -29.119
N 8.457 5.739 -24.920
N 1.066 -1.514 -25.473
N 4.484 1.175 -27.785
N -4.753 3.453 -20.260
N 1.870 -2.544 -27.331
N 3.536 5.372 -28.776
N 3.268 10.630 -21.849
N 2.979 0.458 -24.139
N 2.753 1.524 -28.908
C -2.101 2.964 -26.188
C 7.731 6.225 -23.711
C -3.324 2.208 -28.363
C 1.722 8.894 -23.496
C 1.219 0.904 -22.480
C 7.349 4.908 -22.896
C 8.723 7.063 -22.924
C -2.451 2.654 -24.687
C 1.946 1.406 -23.806
C 4.018 1.903 -28.730
C 6.426 7.017 -24.102
C 9.439 7.433 -26.328
C 2.008 10.193 -21.226
C 8.355 6.365 -26.214
C -0.829 1.932 -28.163
C -4.532 1.207 -28.522
C -3.156 1.713 -20.302
C 1.473 8.959 -21.986
C -2.499 4.185 -20.550
C 0.895 11.304 -21.367
C 6.994 7.005 -26.502
C 2.682 11.832 -23.852
C 5.009 10.857 -23.611
C 3.123 4.767 -25.263
C -0.901 2.136 -26.638
C -2.076 1.259 -28.543
C 2.223 9.790 -19.724
C -1.916 -0.115 -21.093
C 1.761 -1.475 -26.571
C 6.447 7.901 -25.296
C 8.721 5.250 -27.263
C 2.332 5.236 -29.093
C -3.395 3.381 -29.423
C 2.369 2.958 -23.826
C -1.666 4.455 -26.228
C 3.490 10.696 -23.294
C 3.185 9.244 -23.818
C -3.496 3.095 -20.911
H 2.863 4.838 -26.319
H -4.193 4.123 -29.442
H 6.856 5.306 -22.009
H 10.156 5.705 -24.174
H -2.358 4.329 -19.479
H 0.827 6.472 -29.273
H 0.643 -2.341 -25.076
H 2.491 5.428 -24.669
H -3.306 3.041 -30.455
H -2.478 5.060 -25.824
H -0.728 4.637 -25.704
H 2.171 2.253 -29.295
H 3.130 3.259 -23.106
H 7.957 4.486 -27.112
H 5.135 10.647 -24.673
H -2.175 0.998 -29.596
H 6.336 7.764 -23.313
H -2.849 1.654 -24.512
H 3.702 0.925 -27.196
H 2.459 -2.334 -28.124
H -4.535 0.863 -29.556
H 7.190 7.608 -27.389
H 1.425 9.160 -19.330
H 0.259 11.448 -20.494
H 8.263 4.341 -22.721
H 1.501 3.588 -23.633
H 4.026 4.501 -28.627
H 10.413 7.085 -25.986
H 2.433 7.270 -29.049
H -2.775 5.172 -20.920
H 5.581 8.403 -25.728
H 1.625 11.570 -23.864
H 9.243 8.248 -25.631
H 0.364 11.180 -22.310
H 3.017 12.025 -24.872
H -5.463 2.734 -20.277
H 0.485 1.649 -22.173
H 7.170 8.709 -25.186
H -2.541 -0.457 -21.918
H 2.927 12.723 -23.274
H 1.419 -3.405 -27.059
H 1.396 7.903 -23.810
H 1.172 1.152 -24.530
H 3.531 9.005 -24.823
H 9.439 7.878 -27.323
H 6.324 6.204 -26.817
H 4.155 5.113 -25.327
H -3.157 3.395 -24.312
H 2.751 0.067 -25.042
H 8.677 5.719 -28.246
H 2.033 10.601 -19.021
H 0.016 2.661 -26.369
H -5.116 4.346 -20.561
H -0.665 1.167 -26.199
H -1.588 4.818 -27.253
H -0.010 1.309 -28.522
H 3.177 9.278 -19.603
H 5.450 6.533 -24.097
H -3.586 3.092 -21.997
H 9.431 6.391 -22.439
H 1.897 8.027 -21.613
H -1.470 3.888 -20.754
H -0.953 -0.479 -21.451
H 5.408 11.805 -23.251
H 0.677 -0.020 -22.679
H -0.811 2.904 -28.658
H -3.087 1.877 -19.226
H -2.550 4.039 -29.219
H 3.770 8.595 -23.166
H 6.683 4.434 -23.618
H 9.269 7.863 -23.424
H -1.967 -0.730 -20.194
H 9.581 4.638 -26.989
H -4.493 4.111 -26.747
H 5.402 0.787 -27.621
H 4.665 11.306 -20.759
H -3.999 1.033 -20.425
H 2.462 0.733 -28.352
H 8.123 7.669 -22.246
H -5.508 1.566 -28.194
H -2.288 0.290 -28.093
H 1.253 12.317 -21.548
H 1.983 0.818 -21.708
H 5.658 10.126 -23.129
H 1.033 -0.611 -25.022
H 4.022 6.166 -29.167
H 3.847 0.958 -24.267
H 0.433 8.782 -21.713
H -4.340 0.415 -27.799
H 1.124 9.638 -24.024
H -1.492 2.638 -24.168

***

Entry 2:
87
Properties=species:S:1:pos:R:3 method="wB97M-V/def2-TZVPD" charge=-2 total_energy_ha=-3652.517362 gap_ev=5.12 largest_force_ev_per_a=0.84 e_homo_ev=-1.62
Cs -0.853 -1.591 0.711
Sb 0.169 -1.171 -3.676
S 0.393 -3.402 -3.883
S -4.307 -1.876 0.950
S -3.155 0.803 1.713
P -0.414 -0.382 4.397
O -0.426 -1.565 3.495
O 1.548 0.616 -0.342
O 1.147 -1.374 -1.294
N -1.895 -0.146 5.061
N -7.783 -0.758 -0.068
N 0.735 -0.701 5.583
N 0.112 1.074 3.841
N -6.109 2.990 1.117
C -2.168 1.851 -1.623
C -0.118 -0.625 -8.041
C -4.481 -0.173 1.182
C 3.185 -0.759 -3.641
C -5.707 0.452 0.875
C -0.768 2.143 3.380
C 4.388 -0.066 -3.710
C -6.836 -0.259 0.370
C 3.617 -2.358 -0.477
C 1.234 0.291 6.507
C 0.818 -2.049 6.109
C 1.868 -0.536 -0.664
C 3.236 -1.045 -0.228
C 3.183 1.995 -4.002
C 4.874 -2.807 -0.093
C -1.381 -0.142 -2.684
C -1.111 1.107 -2.131
C 4.387 1.312 -3.882
C -3.462 1.345 -1.638
C 0.154 -1.083 -6.759
C -2.126 0.874 6.063
C 1.422 1.113 3.182
C -3.093 -0.898 4.682
C 4.119 -0.184 0.415
C -3.712 0.088 -2.164
C 5.377 -0.629 0.798
C 5.757 -1.942 0.543
C -1.272 0.611 -5.840
C -1.549 1.073 -7.126
C -0.413 -0.467 -5.642
C 1.981 1.302 -3.943
C -5.913 1.855 1.000
C -2.670 -0.658 -2.707
C -0.971 0.459 -8.227
C 1.979 -0.076 -3.740
H 5.166 -3.832 -0.289
H 1.914 2.063 3.415
H -2.224 1.910 -7.262
H -0.096 1.467 -2.021
H 1.048 1.842 -4.055
H -0.770 2.198 2.289
H 6.064 0.047 1.295
H 5.325 1.854 -3.920
H -2.414 0.435 7.026
H 3.797 0.835 0.594
H 3.175 -1.833 -3.491
H -1.189 0.818 -9.226
H 5.324 -0.602 -3.609
H 0.686 0.292 7.462
H 2.055 0.303 3.541
H -1.976 2.805 -1.149
H 0.331 -1.116 -8.897
H 0.203 -2.178 7.011
H 6.739 -2.291 0.843
H -3.865 -0.213 4.334
H -2.869 -1.645 -3.109
H -3.455 -1.468 5.546
H 1.854 -2.282 6.378
H -2.929 1.546 5.745
H -1.233 1.477 6.227
H -4.264 1.907 -1.178
H 2.288 0.097 6.738
H 1.325 1.027 2.095
H 0.802 -1.943 -6.620
H 3.179 3.070 -4.137
H -1.743 1.096 -4.992
H 2.911 -3.007 -0.982
H 0.492 -2.762 5.357
H -4.709 -0.332 -2.106
H -2.884 -1.572 3.857
H 1.160 1.287 6.074
H -1.798 1.973 3.684
H -0.411 3.096 3.786

***

Entry 3:
118
Properties=species:S:1:pos:R:3 method="wB97M-V/def2-TZVPD" charge=-1 total_energy_ha=-5557.366809 gap_ev=5.71 largest_force_ev_per_a=0.80 e_homo_ev=-4.35
Tl -0.198 0.122 0.133
Cl -3.085 4.154 3.264
Cl -4.814 -0.919 3.818
Cl -2.761 -1.856 1.706
Cl -4.990 2.088 4.606
Cl -0.975 3.196 1.185
Si -3.329 0.997 -1.807
O -0.067 2.081 -8.676
O 4.870 7.725 1.743
O -1.863 0.740 -1.259
O -2.111 -8.678 -1.642
O 0.384 -2.023 8.915
N 1.222 1.438 -1.062
N 0.258 -1.256 -1.650
N 1.421 0.776 1.745
N 0.366 -1.889 1.162
C -1.997 -5.216 -0.604
C -3.807 1.560 3.466
C 2.991 4.091 0.950
C 1.901 2.535 -0.627
C -2.944 2.478 2.874
C -0.177 -1.782 -3.833
C -0.580 1.767 -5.108
C 4.974 5.478 0.798
C -3.721 0.218 3.114
C -2.438 -6.499 -0.853
C -0.673 -1.391 6.807
C 0.245 -0.749 -2.910
C 0.223 -3.344 2.922
C -1.287 -9.647 -2.246
C -0.506 -1.138 5.450
C -3.752 -0.077 -3.311
C -0.731 2.132 -6.430
C -0.284 -7.061 -1.766
C -1.581 -7.431 -1.436
C 1.686 2.776 -2.853
C -0.125 -2.556 -1.722
C -0.042 -4.047 1.798
C 2.185 3.390 -1.755
C 2.067 1.965 1.788
C 2.291 2.801 0.689
C 4.307 4.282 0.558
C 6.203 7.942 1.340
C 1.346 0.475 -5.671
C 1.364 0.295 3.010
C 1.828 -1.603 5.625
C 0.736 -1.236 4.842
C -0.239 -3.434 -0.641
C 0.166 1.665 -7.390
C 1.210 0.831 -7.010
C 1.099 1.535 -2.411
C -3.563 2.814 -2.308
C 2.449 2.258 3.152
C 0.032 -3.116 0.694
C 0.463 0.931 -4.707
C -1.985 2.022 1.973
C 0.429 -1.753 7.573
C 1.682 -1.859 6.975
C 2.989 6.333 1.854
C -2.752 -0.187 2.198
C -0.403 -2.896 -3.101
C 0.486 -1.983 2.512
C 0.832 1.656 -9.673
C 2.342 5.139 1.604
C 0.859 -0.956 3.382
C -0.697 -4.824 -0.926
C 4.311 6.509 1.451
C -4.677 0.648 -0.528
C -1.832 0.685 1.642
C 1.989 1.237 3.913
C -0.873 -1.950 9.550
C 0.143 -5.761 -1.505
C 0.596 0.552 -3.271
H 2.526 -2.146 7.586
H 1.852 1.988 -9.460
H -4.632 -0.387 -0.180
H 6.311 7.860 0.255
H 6.454 8.954 1.651
H 0.262 -3.704 3.936
H 0.826 0.567 -9.780
H -1.656 -1.300 7.241
H -3.446 -6.804 -0.607
H -1.290 -0.941 9.498
H -1.889 -10.549 -2.329
H -4.567 1.297 0.344
H -2.650 3.217 -2.750
H 1.316 5.006 1.922
H 2.081 1.115 4.978
H 2.708 4.330 -1.705
H 1.727 3.114 -3.874
H 6.887 7.237 1.823
H -1.542 2.774 -6.744
H -0.734 -3.859 -3.449
H 1.156 -5.474 -1.761
H 2.162 -0.174 -5.375
H 4.824 3.476 0.053
H 2.989 3.131 3.476
H -0.967 -9.334 -3.245
H -0.291 -1.655 -4.895
H -5.671 0.819 -0.948
H 0.492 2.108 -10.602
H -4.573 0.349 -3.892
H -4.380 2.954 -3.018
H 6.000 5.583 0.479
H -1.584 -2.655 9.109
H 1.919 0.454 -7.732
H -0.403 -9.858 -1.637
H -4.050 -1.079 -2.996
H -1.282 2.119 -4.365
H -3.780 3.421 -1.427
H -0.702 -2.215 10.591
H -0.261 -5.098 1.712
H 0.403 -7.761 -2.217
H -2.892 -0.189 -3.973
H 2.488 7.147 2.359
H -2.666 -4.493 -0.156
H -1.365 -0.860 4.851
H 2.803 -1.688 5.163